Record 1
40
Properties=species:S:1:pos:R:3:forces:R:3:mulliken_charge:R:1 method="wB97M-V/def2-TZVPD" energy_ev=-131668.4648 multiplicity=4 de_lowest_kcal_mol=0.0 lumo_ev="4.396 / 4.395" total_charge=-2 fmax_ev_per_a=6.43 e_homo_ev="2.046 / -1.341"
S 0.013845 -0.131055 1.925087 0.4 -1.1 2.7 0.72
Cl -0.200755 4.573345 -0.251813 -0.4 -0.5 0.0 -0.25
C 0.142345 -1.941455 2.135088 -0.3 -0.5 0.2 0.23
C 1.767345 0.347445 2.109788 0.5 0.0 1.3 0.75
H -1.534555 -2.532855 0.940387 0.2 0.2 -0.1 0.34
C -2.117855 1.006045 -0.251713 -1.5 -1.4 -0.1 -0.13
C 0.083845 -0.207055 -4.278112 0.0 0.0 1.9 0.26
H -0.779155 -2.270055 -1.276313 3.2 0.8 3.7 0.39
C 1.366145 -2.479455 -0.768213 0.2 -0.5 -0.8 -1.02
C -0.443555 -2.646755 0.913887 -0.8 -0.1 0.2 -1.11
Co 0.084545 -0.202855 -0.251713 1.8 -0.9 2.0 -4.63
H 1.176945 -2.254555 2.297088 0.0 0.3 0.1 0.24
C -1.468955 3.351245 -0.251813 -0.6 0.1 0.0 0.01
O 0.099445 1.583245 -0.251713 0.1 5.9 -0.7 -0.03
N 0.033945 -2.059455 -0.323513 -2.4 -4.2 -3.8 0.86
N 1.942745 -0.152255 -0.322413 4.7 1.2 -4.2 1.50
H 2.088245 1.733845 0.508587 0.3 0.0 -0.3 0.45
H 1.595345 -3.513055 -0.485513 0.1 0.0 0.2 0.43
C -2.831255 3.712245 -0.251913 -0.6 -0.2 0.0 0.29
H 3.350245 -1.594555 -0.931213 -0.1 -0.2 0.1 0.51
H 1.359445 -2.454955 -1.865213 -0.1 0.1 0.3 0.34
Cl -5.535355 3.167345 -0.252013 0.6 -0.1 0.0 -0.26
N 0.083345 -0.209855 -5.438112 0.0 0.0 -0.3 -0.81
C 2.391545 0.709245 0.757587 2.5 0.7 0.1 -1.83
H 3.485245 0.725545 0.829687 0.3 0.0 0.4 0.56
H -0.423955 -2.222055 3.029088 0.2 0.0 -0.1 0.23
C -1.124455 1.999545 -0.251713 0.3 2.0 0.1 -0.06
H -0.252655 -3.725155 0.956087 0.2 -0.1 0.2 0.45
H 1.005045 0.717645 0.668787 -3.8 -0.3 -1.6 0.90
C -3.830555 2.712845 -0.251913 0.3 0.5 0.0 0.34
H 2.333845 -0.447055 2.604488 0.0 -0.2 0.1 0.02
C 2.464745 -1.513655 -0.291513 0.2 -0.6 -0.1 -1.08
H 1.809345 1.221145 2.768988 0.1 -0.1 -0.1 -0.23
Cl -3.285755 5.417045 -0.252013 0.1 -0.5 0.0 -0.26
S 0.084545 -0.202855 -2.517712 0.1 0.1 -4.9 0.03
Cl -4.691655 0.082445 -0.251813 0.6 0.5 0.0 -0.25
O -1.701555 -0.217755 -0.251713 -5.1 0.2 0.0 -0.58
H 2.153045 0.375245 -1.389213 -0.8 -2.0 3.6 0.28
H 2.776545 -1.807355 0.716087 0.0 0.4 0.1 0.37
C -3.469655 1.350645 -0.251813 -0.4 0.8 0.0 0.02

***

Record 2
38
Properties=species:S:1:pos:R:3:forces:R:3:mulliken_charge:R:1 method="wB97M-V/def2-TZVPD" energy_ev=-86237.3959 de_lowest_kcal_mol=0.0 lumo_ev="-7.524 / -8.011" total_charge=+2 fmax_ev_per_a=0.98 e_homo_ev="-15.500 / -15.369"
C 0.189112 2.193377 3.698100 0.0 0.0 0.0 -1.47
N -3.131432 -0.748497 -2.348787 -0.1 0.0 -0.1 0.03
C 2.243227 -1.091473 0.811928 0.0 0.1 0.0 -0.21
H 0.025725 4.283333 0.104218 0.0 0.0 0.0 0.40
C -2.706890 -0.996294 -3.613264 -0.1 0.0 0.1 -0.03
H -1.001252 4.374187 1.539917 0.0 0.0 0.0 0.35
N -0.943889 -0.636688 -1.580809 0.0 0.0 0.0 -0.15
H -0.091141 1.497689 4.482012 0.0 0.0 0.0 0.40
C -0.151792 2.450117 1.155002 0.0 0.0 -0.2 0.55
C -1.371372 -1.064492 -3.875698 0.1 0.0 0.0 -0.99
H 0.753931 4.296708 1.720370 0.0 0.0 0.0 0.41
N -0.302193 1.743913 0.067408 0.0 1.0 -0.2 1.00
Cl 4.410969 -2.396097 1.677946 0.0 0.0 0.0 -0.15
H 1.708409 -1.593196 1.607814 0.0 0.0 0.0 0.52
C 2.198426 0.406073 -0.957883 0.0 -0.1 0.1 -0.21
H -3.476751 -1.122840 -4.362161 0.0 0.0 0.0 0.43
N -0.206641 0.370114 2.096447 0.0 0.0 0.0 0.29
H 0.578249 -0.882248 -2.941873 0.0 0.0 0.0 0.52
H -0.779100 -1.073300 3.197011 0.0 0.0 0.0 0.40
C -0.496832 -0.862152 -2.803423 0.0 0.0 0.0 0.44
S -2.630650 -0.223718 0.289458 -0.1 -0.1 -0.2 -0.28
O 0.019057 -0.527134 3.119025 0.0 0.0 0.0 -0.42
C -0.088561 3.938549 1.128335 0.0 0.0 0.0 -1.63
H -0.348847 3.133010 3.813735 0.0 0.0 0.0 0.43
H -4.125633 -0.683779 -2.153515 0.0 0.0 0.0 0.30
C -0.064385 1.624056 2.352463 0.0 -0.1 0.2 0.70
H -1.005850 -1.256699 -4.872551 0.0 0.0 0.0 0.44
H 1.605216 1.084570 -1.555445 0.0 0.0 0.0 0.67
C 3.598529 -1.309890 0.635370 0.0 0.0 0.0 -0.17
C 3.549076 0.230577 -1.180855 0.0 0.0 0.0 -1.02
H 4.033270 0.776300 -1.978211 0.0 0.0 0.0 0.44
O -0.369902 2.123387 -1.105476 -0.1 -0.1 0.1 -0.66
C 4.268407 -0.640123 -0.376707 0.0 0.0 0.0 -0.07
C -2.268738 -0.574684 -1.330239 0.1 0.1 0.1 0.31
N 1.559270 -0.247689 0.026739 0.0 -0.1 0.0 0.32
H 1.256050 2.412259 3.799800 0.0 0.0 0.0 0.35
H 5.328396 -0.798743 -0.524601 0.0 0.0 0.0 0.48
Co -0.369569 -0.079184 0.273700 0.1 -0.8 0.0 -0.73

***

Record 3
47
Properties=species:S:1:pos:R:3:forces:R:3:mulliken_charge:R:1 method="wB97M-V/def2-TZVPD" energy_ev=-64763.5684 lumo_ev=-0.034 fmax_ev_per_a=2.02 e_homo_ev=-11.294
H 3.822097 -0.814237 -3.531709 -0.2 0.0 -0.1 0.16
O 2.306820 -0.446992 -1.157054 0.9 -0.1 1.4 -0.51
H 5.321742 -0.105800 -4.175532 0.0 0.1 0.0 0.31
C -7.143297 3.066753 2.223636 0.1 0.1 0.0 0.61
C 2.652697 -0.378525 0.004164 -0.8 0.6 -1.7 0.69
O -6.398235 3.775257 1.337210 0.2 -0.1 0.1 -0.33
H -4.858921 4.690041 2.376288 0.0 -0.1 0.1 0.28
H -4.348471 3.736980 0.965529 -0.2 0.0 -0.1 0.27
C 3.539667 1.489831 -5.643952 0.1 -0.1 0.1 0.58
O 3.887967 2.233105 -4.552093 -0.2 -0.2 0.1 -0.35
C -0.966879 -2.355848 0.259666 -0.2 0.3 0.0 -0.86
O 3.184816 1.935552 -6.676723 0.0 0.1 -0.2 -0.49
H 3.285786 1.377925 0.971997 0.3 0.1 0.2 0.39
C 2.372489 0.807904 0.867017 -0.1 -0.2 -0.2 -1.06
F -4.157099 2.701435 3.724884 -0.1 0.0 0.0 -0.30
O -1.959196 -1.769859 2.405530 -0.5 0.4 -0.4 -0.60
O 0.415415 -2.263583 -0.113252 -0.1 -0.2 -0.2 -0.22
H 2.951028 1.388000 -2.930133 0.1 0.0 0.1 0.22
C -5.043671 3.782781 1.799514 0.1 0.1 -0.2 -0.43
H 3.082409 -4.215907 1.454593 0.3 -0.2 0.0 0.42
F -0.928704 0.948244 0.620599 -0.1 0.0 -0.4 -0.24
C 3.916085 1.360006 -3.437197 0.2 0.2 0.0 0.52
C -1.858841 -0.006445 0.777240 -0.6 0.1 0.9 0.86
C -5.005956 2.553813 2.676723 -0.1 0.1 0.3 0.48
H -4.764784 1.632163 2.149513 0.1 0.0 0.1 0.23
O 3.390549 -1.401018 0.576815 -0.4 -0.4 0.1 -0.27
C 2.726551 -2.164252 1.532633 0.0 0.8 1.2 0.61
O 2.552345 -1.782313 2.663940 0.1 -0.5 -1.4 -0.52
O 0.156350 -4.601628 -0.880491 -0.5 -0.1 0.0 -0.57
C -1.206356 -1.280547 1.322682 0.3 -0.4 0.0 0.42
C 4.244419 0.030194 -4.069728 0.0 -0.3 0.0 -0.31
H 1.634010 1.417250 0.373460 -0.2 0.2 -0.2 0.27
F 4.882613 1.768105 -2.572187 -0.1 0.0 -0.1 -0.30
O -8.317309 2.962702 2.185908 -0.3 0.0 0.0 -0.48
H -0.227052 -0.985740 1.684806 0.3 0.3 0.0 0.00
O 2.373965 -3.682763 -0.354898 -0.5 0.6 -0.3 -0.39
H -1.592353 -2.248673 -0.616793 -0.1 0.1 -0.2 0.34
H -1.207158 -3.312807 0.697122 0.2 -0.4 0.1 0.53
C 2.340662 -3.537671 1.050247 0.6 -0.3 -0.1 -0.28
S 0.946615 -3.430984 -1.149529 0.9 -0.2 0.3 0.60
F -2.499442 -0.185158 -0.383102 0.1 0.2 0.0 -0.30
H -1.463290 -2.503109 2.762225 0.1 -0.4 0.3 0.39
H 2.018166 0.521535 1.846230 0.1 -0.1 0.3 0.35
H 1.396767 -3.827829 1.481841 -0.4 0.0 0.2 0.25
O -6.337031 2.484638 3.158481 0.1 -0.1 -0.3 -0.33
F -2.766356 0.470659 1.659151 0.3 0.0 -0.4 -0.30
O 3.648368 0.166815 -5.365269 0.1 0.1 0.2 -0.33

***

Record 4
36
Properties=species:S:1:pos:R:3:forces:R:3:mulliken_charge:R:1 method="wB97M-V/def2-TZVPD" energy_ev=-52062.7000 multiplicity=6 lumo_ev="-3.833 / -6.764" total_charge=+1 fmax_ev_per_a=1.89 e_homo_ev="-11.698 / -12.882"
H -0.657682 2.832037 3.179203 0.2 0.1 0.0 0.36
H 0.288381 4.197600 0.424538 0.2 0.1 0.1 0.36
C 1.191530 0.633740 0.662045 0.1 0.1 0.0 0.62
C -0.584596 3.773935 -0.060284 -0.1 -0.9 0.5 -1.02
Ir -0.651883 -0.616290 -0.950491 0.5 -0.8 -0.5 1.01
C -1.524529 -3.331903 -2.277233 0.4 0.4 0.3 0.59
H 3.842753 -1.500277 -1.834197 0.0 0.0 0.0 0.30
H 3.961262 -2.601053 -0.472706 0.0 0.0 0.0 0.43
C 3.293688 -1.911851 -0.985143 -0.1 -0.1 -0.1 -1.24
H -2.346924 3.098637 2.813618 -0.2 0.2 -0.1 0.36
S -0.265290 -2.247137 -2.706066 -0.5 0.6 0.9 -0.26
H -3.200670 2.284162 -0.727017 -0.1 0.1 -0.2 0.35
S -1.868551 -2.397580 0.293622 0.3 0.3 -0.9 -0.27
H -2.421136 0.717379 -0.879233 -0.2 0.2 0.0 0.25
C 3.805233 -0.135475 0.727070 -0.1 0.4 0.3 -0.45
N 1.607639 -0.426446 -0.083194 0.2 -0.4 -0.2 -0.30
N -4.097769 -5.059672 -0.690245 -0.4 -0.4 0.1 -0.30
H -1.373342 4.520231 -0.038949 -0.2 0.1 0.0 0.37
C 2.078841 1.331763 1.496990 0.0 0.1 0.0 -0.31
H -3.464240 1.067327 0.502578 -0.1 -0.2 0.1 0.31
Si -1.205513 2.185044 0.803193 -1.3 1.4 0.0 0.12
N -2.055789 -5.069439 -4.076734 -0.1 -0.4 -0.4 -0.29
H 4.105371 1.442853 2.155318 0.1 0.0 0.0 0.46
N -0.093977 0.883732 0.450618 0.7 -0.9 -0.1 -0.27
C -2.718547 1.501869 -0.152905 0.5 0.3 0.6 -1.03
C 2.870950 -0.805276 -0.086625 -0.4 0.0 -0.1 0.49
C -1.517869 2.414315 2.666687 0.3 -0.3 -0.9 -1.01
C -3.225201 -4.339629 -0.866495 -0.1 -0.2 0.0 -0.19
H 2.423380 -2.447784 -1.353751 0.0 -0.1 0.0 0.18
C 3.399113 0.927014 1.522450 0.1 -0.1 0.0 -0.61
C -2.196233 -3.389436 -1.054604 0.5 0.7 0.6 0.68
H -1.773633 1.479195 3.155849 -0.1 -0.2 0.0 0.35
H 4.831235 -0.462705 0.720823 0.2 0.0 0.0 0.44
H -0.329708 3.586001 -1.098759 0.0 -0.1 -0.2 0.34
C -1.839905 -4.289271 -3.266063 -0.1 -0.1 -0.1 -0.22
H 1.713614 2.154390 2.086093 0.0 0.2 0.1 0.39

***

Record 5
42
Properties=species:S:1:pos:R:3:forces:R:3:mulliken_charge:R:1 method="wB97M-V/def2-TZVPD" energy_ev=-77114.3194 lumo_ev=-7.814 total_charge=+2 fmax_ev_per_a=1.58 e_homo_ev=-13.465
H -2.384836 -1.956674 0.050181 0.0 0.0 -0.1 0.33
C -2.021979 1.809995 -0.007644 0.2 -0.2 0.2 0.75
N -0.422122 1.264760 4.931516 0.0 0.0 -0.4 -0.80
O -0.818763 -0.889964 0.347738 0.2 -1.0 -0.8 -0.66
N -0.206244 1.504441 2.766102 0.1 0.1 0.2 -0.31
C 4.621502 1.882964 -1.029828 0.0 0.1 -0.1 -0.59
H 5.208068 2.132946 -1.912323 0.0 0.0 0.0 0.42
H 3.467743 3.720389 -1.232055 0.0 0.0 0.0 0.34
C -3.175507 3.434712 -1.302237 0.0 -0.2 0.0 -0.65
C -2.013070 -4.229277 -2.096830 -0.1 -0.1 -0.1 -0.74
N -0.744851 0.296044 2.993971 -0.1 0.2 0.0 -0.04
O -0.863514 2.270242 -0.255127 -0.1 1.2 -1.1 -0.39
H 0.404794 3.050964 4.118371 0.0 0.0 0.0 0.46
H 0.950334 -4.677526 -3.689591 0.0 0.0 0.0 0.43
C 0.213390 -4.232803 -3.034323 0.0 0.0 0.0 -0.81
H 5.264230 1.399980 -0.297501 0.0 0.0 0.0 0.35
C -0.416599 -2.553866 -1.411448 0.0 0.1 0.2 0.38
S 3.358992 0.684691 -1.543268 0.1 -0.1 -0.1 0.10
O -2.698221 -2.664498 -0.522131 0.2 0.0 -0.1 -0.62
H -1.335028 -5.640364 -3.537178 0.0 0.0 0.0 0.40
H -2.441068 4.162723 -0.982633 0.1 0.0 0.1 0.33
C 2.267197 1.122598 -0.318071 0.0 -0.1 0.1 0.30
O -3.124254 2.242301 -0.420674 -0.2 0.3 -0.1 -0.30
H -1.233725 -0.878615 5.875428 0.1 0.0 0.1 0.31
C 0.530143 -3.135446 -2.279224 0.1 0.1 0.0 -0.58
H -1.523995 -1.668676 4.325807 0.1 -0.1 0.0 0.28
C 3.929821 3.105904 -0.462503 0.1 0.0 0.0 -0.62
H 1.518560 -2.698996 -2.332922 0.0 0.0 0.0 0.45
C -1.072776 -4.774626 -2.941442 0.0 -0.1 -0.1 -0.32
N -0.854402 0.210734 4.264743 0.0 -0.3 0.8 1.00
N 1.050536 -0.709805 -0.935512 0.4 0.4 0.1 -0.69
C -0.016697 2.072923 3.954099 0.0 -0.1 0.2 -0.11
H -2.986097 3.095399 -2.314323 0.0 0.0 -0.1 0.32
S 2.626581 2.499332 0.647231 -0.1 0.0 0.1 -0.06
N 1.182284 0.410873 -0.084026 0.0 -0.5 -0.6 0.18
N -1.411260 -0.839923 4.884647 -0.3 0.4 -0.1 -0.50
H -4.184616 3.805295 -1.195833 -0.1 0.0 0.0 0.26
C -1.696032 -3.122412 -1.318133 -0.3 0.1 0.2 0.59
Ti -0.524954 0.789091 0.853175 -0.3 0.1 1.4 0.86
H 4.607506 3.714056 0.134219 0.0 0.0 0.0 0.41
H -3.011025 -4.643009 -2.013231 0.1 0.0 0.0 0.47
C -0.020058 -1.366861 -0.677231 -0.3 -0.2 0.0 1.07

***

Record 6
35
Properties=species:S:1:pos:R:3:forces:R:3:mulliken_charge:R:1 method="wB97M-V/def2-TZVPD" energy_ev=-36286.5796 de_lowest_kcal_mol=0.0 lumo_ev=0.019 smiles="COC(=O)c1ccc(SC(=O)N(C)C)cc1OC(C)=O" fmax_ev_per_a=3.42 e_homo_ev=-9.042
C -4.229161 2.725513 -1.076410 -0.4 -0.1 0.1 -0.70
C -1.890380 0.154602 0.401210 1.6 0.8 -1.5 0.53
H 5.390451 0.275732 2.139611 -0.3 -0.2 -0.1 0.29
H -4.659244 3.143095 -0.159771 0.3 -0.3 0.0 0.31
H 3.794753 -0.152677 3.723013 0.3 0.1 -0.1 0.31
H -0.647492 -1.900067 2.766609 0.2 -0.2 0.3 0.46
C 3.096896 -1.809214 0.846248 2.1 1.8 -0.4 0.56
H -1.876135 1.633500 -4.180304 0.4 -0.1 0.0 0.29
S 1.645931 -2.724354 1.281522 -0.9 -0.7 0.7 -0.15
H -2.511676 -0.415157 2.358654 0.3 0.0 -0.3 0.45
C -3.068105 1.032229 0.165189 -3.2 -0.3 1.1 0.38
H -0.401824 0.702892 -4.585164 0.0 0.2 0.0 0.27
C 0.327762 -1.597706 0.911222 0.7 1.3 -1.7 0.03
O -4.093804 0.806212 0.845546 2.5 1.3 -2.0 -0.61
H -2.024018 0.056417 -4.988040 0.6 0.1 1.2 0.30
H -4.054304 3.573549 -1.749193 0.6 -0.5 0.1 0.25
H -4.989375 2.085923 -1.552267 0.4 0.0 0.3 0.30
O -1.884140 -1.141423 -2.781646 1.1 1.9 1.2 -0.53
C -0.841807 0.016777 -0.543492 1.0 -1.4 0.3 0.34
C -1.738361 -0.526372 1.593363 -0.2 -0.5 0.4 -0.68
O -0.866952 0.696227 -1.770206 -0.4 -0.9 -1.0 -0.47
H 4.627282 0.474133 0.561507 0.4 -0.1 -0.1 0.31
H 2.849410 -1.638870 3.549023 0.0 0.7 -0.3 0.30
H 2.235744 -0.041407 2.922735 -0.2 -0.2 0.4 0.30
O -2.990151 1.990173 -0.827272 -0.7 -0.7 1.1 -0.24
N 3.703867 -0.913250 1.753496 -1.0 -2.3 -0.7 0.08
C -0.657820 -1.390517 1.823680 -1.6 0.5 0.9 -0.52
C 3.112982 -0.676764 3.067478 -0.3 -0.3 -0.3 -0.83
O 3.580577 -2.013336 -0.256491 -0.1 0.3 0.6 -0.59
C 0.256373 -0.867204 -0.304768 -1.3 0.6 0.5 -0.41
H 1.025908 -0.985215 -1.052392 0.0 0.0 -0.1 0.52
C -1.431026 0.631999 -4.230268 0.0 0.7 0.3 -1.02
H 5.689710 -0.921453 0.877797 -0.5 -0.3 0.0 0.28
C -1.406617 -0.013232 -2.838998 -1.5 -2.2 -1.1 0.73
C 4.924745 -0.270755 1.308780 -0.1 1.1 0.0 -0.85